Record 1
Density functional theory data (ωB97M-V/def2-TZVPD) for C34H28N4O4PS2Se2TeW as an isolated structure.

As for the spin multiplicity: 2. The largest force on an atom is 0.3 eV Å⁻¹. As for the expectation value of S²: 0.763. Its HOMO energy (spin up / spin down) is -13.9122 / -13.9121 eV. The value obtained for the gap between HOMO and LUMO (spin up / spin down) is 7.01 / 6.31 eV. Its total charge is +2.

Each line ends with the Mulliken spin population.
Atoms and positions in Å:
W -0.409050 -1.321303 0.723796  0.00
Se -1.056414 -1.503877 -1.408882  0.00
P -2.727772 -1.121812 1.657734  0.00
Se -1.938903 -3.092109 1.793903  0.00
C -2.925582 -0.147877 3.157914  0.00
C -2.233269 -0.490653 4.319147  0.00
C -2.335598 0.313075 5.441212  0.00
C -3.113415 1.465633 5.402907  0.00
C -3.807969 1.804530 4.250319  0.00
C -3.725971 0.995955 3.124638  0.00
C -4.199779 -0.884005 0.649959  0.00
C -4.252486 -0.041173 -0.458997  0.00
C -5.447215 0.120181 -1.141511  0.00
C -6.585486 -0.558977 -0.726941  0.00
C -6.535285 -1.402139 0.373403  0.00
C -5.345635 -1.563767 1.065552  0.00
H -1.649801 -1.402230 4.347700  0.00
H -1.827196 0.035074 6.355353  0.00
H -3.195060 2.089180 6.283362  0.00
H -4.430214 2.688909 4.231115  0.00
H -4.288793 1.246010 2.235014  0.00
H -3.376618 0.489421 -0.801247  0.00
H -5.489481 0.774418 -2.001764  0.00
H -7.513890 -0.433441 -1.267595  0.00
H -7.418838 -1.937632 0.692258  0.00
H -5.307556 -2.223634 1.924480  0.00
O 0.362224 -1.052073 2.649358  0.00
N 1.007257 -2.044069 3.300865  0.00
C 1.238732 -1.850666 4.621842  0.00
C 1.913001 -2.790808 5.342206  0.00
C 2.357878 -3.949211 4.691900  0.00
C 2.107397 -4.120503 3.353597  0.00
C 1.411138 -3.142703 2.631282  0.00
S 1.088422 -3.286841 0.944126  0.00
H 0.856320 -0.922389 5.018844  0.00
H 2.092124 -2.627063 6.394153  0.00
H 2.894805 -4.709604 5.241990  0.00
H 2.431244 -5.005815 2.825437  0.00
O 8.973439 2.071907 2.120089  0.62
S 8.003029 3.090866 1.630430  -0.11
O 6.973369 3.224921 2.623229  0.25
O 8.715332 4.263267 1.223862  0.25
C 7.255083 2.348169 0.176507  0.00
N 7.909355 2.479900 -0.962175  0.00
C 7.319680 1.941765 -2.024361  0.00
C 6.091502 1.296346 -1.940808  0.00
C 5.511584 1.214796 -0.686365  0.00
N 6.102915 1.745404 0.384875  0.00
C 4.184516 0.597052 -0.416016  0.00
C 3.488608 -0.171702 -1.341367  0.00
C 2.240843 -0.668713 -1.016679  0.00
N 1.657232 -0.453499 0.173372  0.00
C 2.350566 0.260995 1.076921  0.00
C 3.588533 0.802004 0.822672  0.00
H 7.839521 2.040818 -2.969382  0.00
H 5.625223 0.894918 -2.829012  0.00
H 3.891302 -0.395785 -2.319315  0.00
H 1.691446 -1.260247 -1.733565  0.00
H 1.871802 0.424030 2.028088  0.00
H 4.094205 1.387973 1.577471  0.00
C 0.719154 2.534903 -0.012064  0.00
Te -0.925564 1.500187 0.862048  0.00
C -0.128801 2.078161 2.750430  0.00
C 0.969443 3.066487 2.437237  0.00
C 1.581483 3.770789 3.472868  0.00
C 2.601652 4.664476 3.200730  0.00
C 3.011961 4.872887 1.888041  0.00
C 2.398910 4.187210 0.854800  0.00
C 1.379611 3.276075 1.124623  0.00
H 0.314598 3.207309 -0.767404  0.00
H 1.383376 1.826466 -0.504433  0.00
H 0.229096 1.178288 3.246314  0.00
H -0.936187 2.502911 3.345791  0.00
H 1.253874 3.619207 4.494337  0.00
H 3.071415 5.208314 4.008792  0.00
H 3.800890 5.580313 1.671866  0.00
H 2.706641 4.363818 -0.168976  0.00

Cartesian forces (eV/Å) of the 2 atoms listed first:
0.184 0.231 -0.052
0.027 0.013 0.014

=====

Record 2
Density functional theory data (ωB97M-V/def2-TZVPD) for C34H29BN3O4Pb as an isolated structure at a distorted geometry.

The largest force on an atom is 3.2 eV Å⁻¹. Its HOMO energy (spin up / spin down) is -2.4601 / -2.9841 eV. The value obtained for the gap between HOMO and LUMO (spin up / spin down) is 4.41 / 5.25 eV. Its total charge is -1.

Each line ends with the Mulliken charge.
Atoms and positions in Å:
Pb -0.032088 -0.860093 -1.957406  1.07
C 3.297975 -0.802972 -2.865684  -0.70
O 2.299522 0.228744 -2.783867  -0.27
C 2.548868 1.451738 -2.220357  0.76
C 3.809581 1.988968 -1.916798  -0.95
C 3.896377 3.205504 -1.266454  -0.48
C 2.792830 3.812819 -0.720147  -0.92
C 1.531404 3.271262 -0.967694  0.11
C 1.388261 2.153998 -1.787237  0.37
N 0.149289 1.689116 -2.314009  -0.02
N -0.764507 2.618111 -2.211636  -0.52
C -1.980953 2.464430 -2.708358  -0.02
C -2.537286 1.117606 -2.912556  0.79
O -2.116062 -0.015276 -2.340271  -0.74
C -3.773815 1.043711 -3.647946  -0.55
C -4.498366 2.136707 -4.028063  -0.85
C -4.044088 3.434416 -3.668102  1.23
C -4.788058 4.581566 -4.049185  -0.95
C -4.343242 5.824664 -3.680070  -0.28
C -3.076297 6.004144 -3.048666  -0.77
C -2.356766 4.899723 -2.727861  -0.27
C -2.837912 3.605916 -2.904728  -0.16
H 3.280339 -1.464698 -1.976597  0.26
H 3.169021 -1.385183 -3.762920  0.25
H 4.329852 -0.366209 -2.875065  0.29
H 4.727633 1.440694 -2.131833  0.14
H 4.895407 3.635009 -1.135767  0.34
H 3.003245 4.684798 -0.114549  0.36
H 0.616603 3.641310 -0.512986  0.52
H -4.157182 -0.015046 -3.779444  0.30
H -5.401661 2.128092 -4.614386  0.31
H -5.694721 4.426915 -4.645225  0.28
H -4.917275 6.747117 -3.866367  0.31
H -2.707999 7.020813 -2.928082  0.37
H -1.346253 4.995103 -2.290514  0.31
C 1.909779 -2.298388 6.329338  -1.52
C 0.437733 -1.851033 6.141736  1.80
C 0.095084 -0.936541 7.347895  -1.99
C -0.579793 -2.984361 5.970705  -1.46
C 0.302266 -0.999200 4.843369  0.71
C -0.123459 0.351194 4.736935  -0.23
C -0.178155 1.017280 3.486076  -1.39
C 0.354965 0.303327 2.428115  0.33
O 0.479277 0.716718 1.018014  -0.37
B 0.726770 -0.504432 0.287820  0.71
O 1.065278 -1.507433 1.226643  -0.83
C 0.739405 -1.040679 2.480217  0.36
C 0.694967 -1.746961 3.691998  -0.95
H 1.987030 -2.698139 7.373777  0.41
H 2.664823 -1.485183 6.200946  0.30
H 2.133045 -3.153153 5.690580  0.37
H 0.169569 -1.429353 8.336922  0.36
H -0.889978 -0.560775 7.255157  0.46
H 0.734311 -0.047029 7.294934  0.42
H -0.379045 -3.882944 6.639635  0.33
H -0.599871 -3.366238 4.967712  0.39
H -1.545460 -2.613247 6.303054  0.35
H -0.314015 0.975499 5.602667  0.37
H -0.589565 2.017095 3.362181  0.45
H 0.981701 -2.838523 3.793502  0.33
N 1.732280 -8.051048 -2.536174  -0.56
C 1.313794 -6.980918 -2.642741  0.00
C 0.704484 -5.664795 -2.642319  0.63
C 0.200082 -5.178311 -1.466359  -0.70
C -0.318676 -3.869798 -1.444035  -0.21
C -0.244909 -3.096961 -2.630450  -0.27
C 0.269797 -3.576369 -3.803008  -0.70
C 0.750187 -4.901738 -3.791064  -0.42
H 0.262820 -5.764200 -0.570048  0.43
H -0.797002 -3.384396 -0.538244  0.33
H 0.363559 -2.945883 -4.650222  0.55
H 1.125263 -5.366631 -4.734450  0.31

Cartesian forces (eV/Å) of the 2 atoms listed first:
0.155 1.216 -2.075
1.342 1.095 1.046

=====

Record 3
Density functional theory data (ωB97M-V/def2-TZVPD) for a 2-piece molecular cluster, C34H29F3P overall at a distorted geometry.

The largest force on an atom is 1.7 eV Å⁻¹. Its HOMO energy is -10.5622 eV. The value obtained for the gap between HOMO and LUMO is 4.63 eV. Its total charge is +1.

Each line ends with the natural charge from an NBO analysis.
Atoms and positions in Å:
C 0.483257 -0.010988 6.381103  -0.64
C 0.348295 -0.164760 4.890946  0.01
C -0.700931 0.464932 4.203461  -0.21
C -0.852261 0.312644 2.822257  -0.23
C 0.108983 -0.417266 2.077317  -0.27
P 0.028074 -0.362123 0.236901  0.86
C 0.919968 1.211994 -0.096792  -0.38
C 1.024871 1.654415 -1.440655  -0.19
C 1.870038 2.720780 -1.761772  -0.22
C 2.562233 3.423811 -0.763657  0.01
C 3.451509 4.582602 -1.122144  -0.64
C 2.396103 3.032172 0.568632  -0.22
C 1.555361 1.968110 0.904830  -0.14
C 1.336898 -1.582785 -0.199247  -0.38
C 0.997347 -2.958285 -0.200485  -0.14
C 1.996225 -3.928606 -0.312328  -0.24
C 3.337861 -3.567307 -0.508091  0.01
C 4.397738 -4.624442 -0.651013  -0.64
C 3.661394 -2.208039 -0.579008  -0.20
C 2.672096 -1.226984 -0.461623  -0.20
C 1.115252 -1.102260 2.780906  -0.22
C 1.253270 -0.944384 4.162665  -0.20
H 1.324478 -0.599184 6.760938  0.22
H 0.644932 1.036088 6.669033  0.23
H -0.426126 -0.341679 6.899293  0.23
H -1.403868 1.088564 4.767907  0.22
H -1.703170 0.771923 2.309323  0.21
H 0.459561 1.143749 -2.227605  0.21
H 2.006714 3.017773 -2.807786  0.22
H 3.873246 5.043176 -0.223392  0.22
H 4.284806 4.274142 -1.766923  0.23
H 2.897503 5.353487 -1.672757  0.23
H 2.938845 3.565725 1.354315  0.22
H 1.419145 1.714179 1.957117  0.22
H -0.049590 -3.257836 -0.090697  0.20
H 1.740904 -4.991853 -0.241371  0.22
H 5.377450 -4.174563 -0.839145  0.22
H 4.478392 -5.245584 0.250611  0.23
H 4.169780 -5.305716 -1.480694  0.23
H 4.704912 -1.911983 -0.721846  0.22
H 2.955361 -0.176956 -0.553275  0.23
H 1.815371 -1.748719 2.249367  0.23
H 2.082433 -1.431528 4.684215  0.22
F -4.855828 3.966116 -0.924952  -0.31
C -4.656115 2.705744 -0.410535  0.40
C -5.281708 2.409858 0.797207  -0.24
C -5.100624 1.105054 1.251720  0.40
F -5.677479 0.756498 2.452717  -0.31
C -4.381297 0.143275 0.561155  -0.19
C -3.685173 0.479896 -0.652755  -0.14
C -2.857146 -0.524737 -1.269461  0.15
C -2.477053 -0.665226 -2.653481  -0.17
C -1.885799 -1.910255 -3.065239  -0.09
C -1.372819 -2.098873 -4.341680  -0.21
C -1.404202 -1.064760 -5.282345  -0.17
C -2.039411 0.113780 -4.905399  0.39
F -2.063611 1.140584 -5.816459  -0.31
C -2.649607 0.315120 -3.672821  -0.19
C -3.863976 1.812523 -1.124695  -0.20
H -5.867938 3.137101 1.353745  0.27
H -4.353399 -0.888221 0.917623  0.25
H -2.631885 -1.387906 -0.622150  0.24
H -1.888096 -2.739617 -2.353250  0.23
H -0.946731 -3.064878 -4.618370  0.25
H -0.961330 -1.181269 -6.271903  0.26
H -3.261931 1.196361 -3.515919  0.24
H -3.391506 2.147392 -2.041586  0.24

Cartesian forces (eV/Å) of the 2 atoms listed first:
0.028 0.061 0.228
0.039 0.081 -0.298

=====

E_tot? In order: -220619.0571 -54310.8238 -53162.5045 eV.
Energy above the lowest of the compared OMol25 structures with the same formula, charge and spin? In order: 0.0 0.0 6.3 kcal/mol.